1.
59
Properties=species:S:1:pos:R:3:forces:R:3:lowdin_charge:R:1 method="wB97M-V/def2-TZVPD" total_charge=-2 multiplicity=1 lumo_energy_ev=3.0
O -5.23007 23.25242 -3.73296 -3.16 0.97 0.65 0.185
O -1.78164 25.38145 0.73208 -2.49 5.03 -0.55 0.058
O -13.76966 20.80094 -5.60066 -0.07 -0.12 -0.28 -0.056
O -4.89961 28.58628 -0.40687 1.09 -1.34 -2.06 0.256
O -3.76068 24.85809 -4.91420 2.50 0.37 -0.60 0.213
O -5.72057 21.89279 -10.56288 0.04 0.06 -0.30 -0.055
O -4.26934 29.03904 1.73554 -1.03 0.02 0.63 0.223
O -7.35230 23.47531 -2.71876 1.43 0.10 -1.84 0.126
O -5.78894 24.03210 -5.87310 -3.40 0.51 1.37 0.188
O -8.14300 24.29703 -5.65969 6.07 -1.06 2.97 0.018
O -3.60547 26.83465 0.68293 0.07 0.07 0.47 0.222
O -6.30308 30.03492 2.32877 2.84 -1.79 -1.78 0.088
O -11.65201 27.81992 -9.08942 0.06 0.04 -0.22 -0.054
O -2.47279 28.81273 0.12857 0.12 -0.38 0.06 0.223
O -10.60272 18.67565 -0.36418 -0.04 -0.22 -0.12 -0.056
O -1.59752 25.26869 -5.83506 -3.15 -1.59 1.57 0.098
O -13.14428 23.23307 -9.90436 -0.21 0.01 -0.24 -0.057
O 1.28512 25.38338 -10.88510 0.05 -0.03 -0.32 -0.058
O -3.89834 22.64924 -5.61636 2.22 -1.00 -0.70 0.238
O -1.75916 22.46074 -6.50845 -2.87 1.40 2.13 0.077
O -13.63179 24.69853 -1.90882 -0.26 -0.20 0.01 -0.059
O -6.95312 29.59612 -0.44162 3.33 -1.87 1.68 0.076
O -1.95567 30.40460 -8.00394 0.11 0.23 -0.24 -0.061
O 5.42328 23.67063 -7.56137 0.19 0.16 -0.09 -0.057
O -0.39286 27.82816 -0.03055 -1.77 0.75 0.31 0.120
O 1.40190 17.39149 -7.16470 0.13 -0.24 -0.16 -0.059
O -9.00655 24.56032 3.30987 -0.06 -0.14 0.29 -0.057
C -2.65588 23.06990 -5.88609 1.79 -1.61 -2.19 -0.326
C -1.58989 27.81979 0.19959 1.87 -0.43 -0.52 -0.382
C -6.61609 23.58166 -3.67444 1.67 -0.38 0.31 -0.283
C -5.53145 29.44807 1.54008 -2.02 1.75 3.07 -0.344
C -6.96786 24.06526 -5.14287 -2.92 0.29 -3.67 -0.225
C -5.91190 29.15678 0.12046 -3.74 2.62 -1.64 -0.394
C -2.55610 24.55563 -5.49612 0.66 1.48 -0.64 -0.307
C -2.32197 26.53416 0.58249 1.44 -4.46 0.54 -0.322
B -3.81055 28.30674 0.54031 0.31 0.09 -0.15 -0.825
B -4.65374 23.69239 -5.00777 -0.88 0.47 0.54 -1.002
H -12.52590 23.87464 -9.55476 0.23 0.18 0.05 0.029
H -10.04218 19.42032 -0.14628 0.22 0.22 -0.02 0.033
H -2.78333 30.52621 -7.53873 -0.21 -0.01 0.12 0.029
H -9.73066 25.13148 3.05360 -0.11 0.21 -0.06 0.025
H 1.06913 24.80813 -10.15116 -0.15 -0.16 0.22 0.032
H 4.94976 23.55185 -6.73803 -0.17 0.04 0.23 0.031
H -1.52848 29.67936 -7.54813 0.10 -0.25 0.13 0.031
H -11.33801 18.74239 0.24503 -0.18 0.01 0.13 0.023
H -6.18449 21.05932 -10.64242 -0.11 -0.17 -0.01 0.023
H -13.30208 22.63089 -9.17723 0.00 -0.20 0.20 0.026
H -14.44557 21.42636 -5.33947 -0.13 0.19 0.07 0.025
H -13.74876 25.53457 -2.36002 0.01 0.19 -0.14 0.027
H -8.70479 24.17220 2.48856 0.20 -0.06 -0.23 0.031
H -12.87714 24.83809 -1.33676 0.26 -0.01 0.11 0.032
H 5.38471 22.81373 -7.98618 -0.03 -0.19 -0.14 0.026
H -12.58975 28.01175 -9.09805 -0.22 0.06 -0.03 0.023
H 1.46857 17.37953 -6.20990 -0.02 0.00 0.24 0.027
H -5.60943 22.01658 -9.62025 0.07 0.14 0.32 0.032
H 1.13064 18.28501 -7.37515 -0.14 0.26 -0.08 0.032
H -13.33138 20.56576 -4.78283 0.21 -0.04 0.19 0.032
H -11.49738 27.41677 -8.23514 0.18 -0.12 0.25 0.032
H 1.78202 26.09991 -10.49025 0.09 0.18 0.11 0.026


2.
37
Properties=species:S:1:pos:R:3:forces:R:3:lowdin_charge:R:1 method="wB97M-V/def2-TZVPD" total_charge=+2 multiplicity=5 lumo_energy_ev="-9.6 / -8.8"
I 4.66591 0.96862 -0.06425 1.52 0.30 0.16 0.701
Mn 2.37450 0.91165 -0.70697 -0.71 -2.64 -1.45 0.010
Cl 2.28569 -0.62065 -2.34682 0.34 0.64 0.46 0.203
P -1.42484 0.43906 -1.05863 -0.46 -0.51 0.53 0.948
O 0.07931 2.62866 -0.83577 -0.21 -3.93 -2.36 -0.032
O 2.09309 3.59570 0.69167 -1.38 -4.51 -1.62 0.219
N 1.60886 -0.23850 0.83730 0.11 0.24 0.16 -0.119
N -0.03300 -2.78941 3.64141 0.31 0.45 -0.42 0.174
C 1.88992 -1.56370 0.80229 -0.53 -0.41 0.46 -0.154
C -2.77401 0.70794 -2.21709 -0.09 0.17 -0.51 -0.137
C 1.37705 -2.45044 1.72657 0.37 0.38 -0.53 0.024
C -0.96995 -1.28164 -1.10396 0.13 -0.59 -0.11 -0.163
C -2.01280 0.91390 0.56641 -0.08 0.26 0.39 -0.144
C 0.57898 -1.94415 2.77441 -0.66 -0.81 0.58 -0.283
C 0.95453 0.27282 1.90301 -0.38 -1.09 0.48 -0.133
C -0.05984 1.59191 -1.59204 -2.12 4.47 0.81 -0.477
C 1.89169 2.54271 0.24204 2.61 7.06 3.03 -0.175
C 0.20236 1.69500 -3.06227 1.05 -0.66 -0.19 -0.067
C 0.40585 -0.54730 2.87673 0.19 0.79 -0.35 0.011
H -3.08945 1.12560 0.49181 0.36 0.01 0.06 0.080
H -1.71438 -1.81524 -1.71197 0.25 0.07 0.19 0.083
H -0.16568 -0.11899 3.69925 0.24 -0.08 -0.14 0.133
H -0.97114 -1.69569 -0.08780 0.07 0.12 -0.25 0.065
H -2.68774 1.67904 -2.72365 -0.17 -0.27 0.19 0.078
H 0.87947 1.36085 1.95498 -0.20 -0.37 0.14 0.107
H -1.86256 0.10574 1.29400 0.04 0.24 -0.28 0.061
H -1.49069 1.81798 0.90499 -0.21 -0.20 -0.04 0.069
H -3.71364 0.68192 -1.64735 0.26 -0.02 -0.20 0.083
H 2.52914 -1.88098 -0.01937 -0.26 -0.12 0.20 0.080
H 1.56584 -3.51796 1.62765 0.06 0.27 0.09 0.135
H 0.10122 -3.78893 3.57887 0.02 0.21 0.04 0.129
H 0.41546 0.70376 -3.48060 -0.25 0.28 -0.06 0.048
H 1.08830 2.31786 -3.24283 -0.27 0.02 -0.01 0.113
H -0.65252 2.14200 -3.59420 0.13 0.00 0.43 0.117
H 0.02645 -1.40451 -1.55028 -0.29 -0.05 0.08 0.000
H -2.78178 -0.09962 -2.96271 0.02 0.33 0.12 0.085
H -0.60962 -2.44500 4.39515 0.16 -0.05 -0.09 0.127


3.
76
Properties=species:S:1:pos:R:3:forces:R:3:lowdin_charge:R:1 method="wB97M-V/def2-TZVPD" total_charge=-1 multiplicity=1 lumo_energy_ev=2.3
Si -1.44520 -0.82332 -0.81960 0.29 0.01 0.13 -0.011
O 0.34920 4.14238 -3.19600 -0.04 -0.26 -0.21 0.071
O -1.73710 -0.46302 -2.40620 -0.28 0.31 0.32 -0.118
O 3.74610 -0.96682 0.04730 -0.15 -0.05 -0.22 -0.012
O 0.03320 -0.56112 -0.41220 0.10 0.06 -0.02 -0.336
O 5.94130 -0.45732 6.73010 0.10 0.02 -0.04 0.028
O 1.94370 -0.93852 2.07870 -0.53 0.00 0.13 -0.068
O -1.95690 -2.39592 -0.69380 -0.02 0.13 -0.39 -0.103
O 7.33670 -0.47972 5.08450 -0.02 0.00 0.09 0.026
O -2.52370 0.03808 0.09300 0.14 -0.30 0.01 -0.100
N -0.17780 5.50608 -1.48180 -0.25 0.36 0.07 0.161
N 2.30660 1.68788 -0.26970 -0.13 -0.68 0.08 0.083
N 6.19070 -0.50322 5.52820 0.80 0.06 0.49 -0.384
C 2.16490 4.45148 -0.18990 -0.10 -0.16 -0.07 -0.030
C 3.05520 2.37938 0.56730 0.28 0.39 0.17 -0.117
C 4.29070 -0.78712 2.36220 -0.53 0.06 0.37 -0.140
C 3.79100 -0.59352 5.11700 0.21 0.00 0.09 -0.009
C -2.19510 -4.58192 0.14750 0.02 0.42 0.05 -0.032
C -4.28580 0.86808 -1.29630 0.20 0.00 0.17 -0.022
C -2.19080 -3.08652 0.50040 -0.34 -0.80 0.62 -0.658
C 0.46030 4.43188 -2.02610 0.11 0.08 0.10 -0.523
C 1.36730 3.72638 -1.07260 0.30 -0.19 0.09 -0.124
C -0.86200 -0.14512 -4.57340 -0.12 -0.26 0.32 -0.023
C -1.10530 -2.78492 1.53140 -0.12 -0.05 -0.34 -0.033
C 5.34410 -0.68192 3.25840 0.12 0.02 0.24 0.044
C 3.03300 3.76598 0.64070 -0.02 -0.05 0.04 -0.049
C 1.48870 2.33248 -1.07600 -0.35 0.60 -0.27 -0.058
C -2.27280 -2.14482 -3.99550 0.19 0.26 0.16 -0.025
C 5.12010 -0.58852 4.62620 -0.89 -0.10 -0.97 -0.192
C 4.55450 -0.86912 0.95000 0.68 -0.09 -0.16 -0.248
C 2.91620 -0.81932 2.83630 0.48 0.00 0.38 -0.385
C -3.90150 1.68578 1.05080 0.23 -0.15 -0.34 -0.029
C -2.27280 2.25888 -0.78800 -0.14 -0.29 0.20 -0.030
C -3.56870 -2.69652 1.05300 0.27 -0.03 -0.14 -0.028
C -1.19720 -1.17472 -3.48610 0.12 -0.31 -1.06 -0.654
C 0.05250 -1.96762 -3.10600 -0.09 0.23 0.02 -0.039
C 2.74430 -0.70542 4.26750 -0.13 -0.02 -0.06 0.002
C -3.22460 1.19468 -0.23920 -0.74 0.76 0.04 -0.660
Li 1.59910 -0.69722 0.30230 0.49 0.27 -0.13 0.590
H -2.42830 -5.18352 1.02300 -0.01 -0.10 0.11 0.077
H 0.79370 -1.30292 -2.67300 0.16 0.04 -0.04 0.075
H -1.25300 -3.35852 2.44350 -0.04 -0.05 0.11 0.087
H -1.22350 -4.87472 -0.24080 0.16 -0.06 -0.04 0.080
H -2.94220 -4.76812 -0.62080 -0.10 -0.04 -0.09 0.078
H -3.14830 -1.58402 -4.31690 -0.12 0.04 -0.06 0.081
H -3.77380 0.46068 -2.16180 -0.11 0.00 -0.19 0.069
H 2.12260 5.53448 -0.17120 0.00 -0.03 -0.02 0.111
H -1.81150 1.85378 -1.68090 0.15 0.14 -0.30 0.072
H -1.49270 2.45328 -0.05820 0.16 0.12 0.16 0.087
H 5.64220 -0.83372 0.70210 -0.12 -0.02 -0.03 0.126
H -1.89780 -2.73772 -4.82750 0.01 -0.08 -0.11 0.078
H -4.84680 1.75628 -1.58170 -0.09 0.10 -0.02 0.081
H -0.21290 -2.69462 -2.34610 0.09 -0.26 0.05 0.073
H 1.72780 -0.71712 4.63160 -0.09 0.00 0.03 0.111
H 3.64770 -0.50842 6.18500 -0.05 -0.01 -0.02 0.112
H -0.84520 5.99258 -2.05970 0.05 -0.11 0.04 0.108
H -3.57720 -1.62632 1.23030 -0.11 0.07 0.12 0.064
H -1.11560 -1.72452 1.75290 0.08 0.22 0.25 0.075
H -3.78320 -3.23042 1.97670 -0.03 -0.07 0.11 0.080
H -2.55700 -2.79782 -3.17520 -0.07 -0.15 0.05 0.075
H -4.96920 0.11438 -0.91090 -0.12 -0.07 0.06 0.085
H 3.71060 1.79778 1.19950 0.12 -0.02 0.16 0.103
H -0.13000 -3.01002 1.10820 0.14 -0.08 0.04 0.085
H 6.36300 -0.68012 2.89330 0.05 0.02 -0.02 0.121
H -0.54870 -0.64232 -5.48830 0.07 -0.04 -0.14 0.078
H -4.57340 0.91908 1.43220 -0.07 -0.07 0.01 0.077
H 0.88550 1.72198 -1.73070 -0.15 -0.07 -0.11 0.116
H -0.06780 0.51248 -4.23100 0.13 0.10 0.03 0.080
H -4.46960 2.59548 0.86730 -0.07 0.12 -0.01 0.076
H -2.80500 3.17818 -1.02440 -0.02 0.12 -0.05 0.084
H -0.25670 5.60218 -0.48520 -0.04 -0.05 -0.02 0.098
H -4.33310 -2.93232 0.31460 -0.12 -0.03 -0.06 0.084
H -1.74180 0.46048 -4.77770 -0.11 0.08 -0.07 0.081
H 3.67710 4.29518 1.32770 0.04 -0.03 0.06 0.101
H 0.46520 -2.47612 -3.97530 0.00 -0.04 -0.11 0.087
H -3.14340 1.87888 1.80490 0.10 0.06 0.12 0.082


4.
15
Properties=species:S:1:pos:R:3:forces:R:3:lowdin_charge:R:1 method="wB97M-V/def2-TZVPD" multiplicity=1 lumo_energy_ev="0.2 / 0.2"
N -2.32014 -0.28744 -0.42127 0.86 -0.11 0.42 0.169
C -0.53516 -1.53209 1.20418 3.11 -0.79 0.74 -0.114
C -1.18210 -0.18460 -0.15922 -0.95 1.92 -2.39 -0.287
C 2.00777 -0.61917 0.10832 1.11 1.55 -1.19 -0.008
C 1.16370 0.24027 -0.45572 0.68 -1.45 1.09 -0.053
C -1.06463 -1.77554 2.26535 -0.22 0.03 0.02 0.081
C -0.01678 0.69698 -0.69409 -1.03 -0.67 0.82 -0.257
C -0.43028 1.92539 -1.44160 -0.23 0.04 0.03 -0.052
H 0.57667 -1.52647 0.80041 -2.66 0.00 0.17 0.073
H 2.53714 -1.34222 -0.50011 -0.25 -0.31 -0.07 0.079
H -1.18786 2.47441 -0.87639 0.10 -0.09 -0.05 0.088
H -1.62023 -1.92217 3.15430 -0.27 -0.07 0.13 0.027
H -0.87737 1.63456 -2.39365 0.01 0.07 0.02 0.088
H 2.52310 -0.35864 1.02481 -0.25 -0.02 0.27 0.083
H 0.42618 2.57674 -1.61532 -0.03 -0.11 -0.03 0.082


5.
97
Properties=species:S:1:pos:R:3:forces:R:3:lowdin_charge:R:1 method="wB97M-V/def2-TZVPD" total_charge=-2 multiplicity=1 lumo_energy_ev=3.5
Cl -6.91213 0.79643 -4.50365 0.10 0.03 0.04 0.500
P 0.38537 -1.73898 -2.11541 0.05 0.10 0.05 1.028
Si -2.48787 0.89655 2.25340 0.20 0.01 0.03 0.337
Na 0.78220 0.60130 0.19730 -0.46 0.08 -0.41 0.229
F 1.20785 6.36064 -0.33998 0.00 0.01 0.00 0.010
F 4.95535 3.97226 -1.79917 0.01 0.01 0.01 0.002
F 1.88605 0.33535 2.00589 0.36 -0.07 0.47 -0.022
O 3.33861 -5.19511 4.67254 -0.09 -0.05 0.11 0.043
N 3.15781 0.34945 -0.94667 0.05 -0.13 -0.04 0.113
N -1.08658 -1.23819 -4.43746 0.03 0.03 0.00 -0.143
N -0.26100 -3.53590 -4.18405 0.02 0.05 0.01 -0.160
N -2.13664 -2.73039 -2.80187 0.09 0.00 -0.02 -0.143
N 2.24807 -3.73971 6.01610 0.08 -0.03 0.09 0.159
N 0.85696 -2.36097 1.35414 -0.13 -0.05 -0.13 0.093
N -0.79171 0.83424 2.19617 0.30 0.00 0.07 -0.068
C -0.30722 2.06896 4.29634 0.00 0.05 0.03 -0.054
C 1.82838 5.15275 -0.50373 -0.03 0.01 0.01 -0.290
C 0.86586 -2.69889 3.71519 -0.16 0.13 -0.16 -0.001
C -2.85929 1.90533 -2.51562 -0.09 -0.12 -0.18 -0.379
C -4.21362 1.34511 -4.51661 -0.07 0.00 -0.08 -0.179
C -5.29109 1.45699 -2.37878 -0.06 -0.02 0.07 -0.162
C 3.77517 -0.82563 -0.88925 -0.02 -0.01 -0.02 -0.164
C 1.90717 -3.60526 3.60036 0.16 -0.26 0.53 -0.142
C 1.43827 1.07508 3.07391 0.01 -0.08 -0.11 -0.223
C -3.17788 0.12214 3.84124 -0.09 0.00 0.06 -0.184
C -3.17082 -0.12996 0.85428 0.01 -0.11 -0.08 -0.178
C -3.21839 2.62529 2.12166 -0.10 0.06 -0.03 -0.177
C 1.82083 2.74161 -0.27599 -0.16 0.18 0.18 -0.041
C -4.09689 1.78795 -1.78262 0.02 0.10 0.02 -0.092
C -1.52130 -3.84645 -3.50289 -0.05 -0.03 0.01 -0.219
C 1.19383 3.99044 -0.12729 0.12 0.11 -0.19 -0.079
C -1.31553 -2.31818 -1.65533 -0.09 -0.05 -0.10 -0.328
C 5.13725 -0.98019 -0.70225 0.03 0.03 0.00 -0.089
C 1.98020 2.25939 5.07312 0.00 0.01 0.01 -0.149
C 0.62406 2.52094 5.22007 -0.02 -0.02 -0.05 -0.139
C -0.51651 -2.40358 -5.08198 0.02 -0.03 -0.03 -0.218
C -1.63671 2.17062 -1.93209 -0.02 -0.09 0.23 -0.070
C 0.78567 -3.19211 -3.21168 -0.02 -0.11 0.03 -0.353
C 5.26738 1.40187 -0.61641 -0.05 0.06 -0.06 -0.020
C 3.09344 5.17586 -1.06946 -0.02 -0.03 0.00 0.018
C -2.31798 -1.62004 -3.74868 -0.04 -0.09 0.07 -0.177
C 0.03918 1.31104 3.14214 -0.09 -0.02 -0.01 -0.341
C 2.39538 -3.90773 2.34015 -0.03 0.15 -0.22 -0.004
C 2.56631 -4.26282 4.79706 -0.05 0.22 -0.50 -0.491
C 5.89416 0.17565 -0.55691 0.01 -0.07 0.00 -0.091
C -5.36879 1.22315 -3.74945 0.01 -0.03 -0.05 -0.721
C 3.71387 3.95376 -1.20019 0.02 -0.01 -0.02 -0.237
C 3.12977 2.75740 -0.79625 0.15 -0.13 -0.01 -0.175
C 2.38150 1.52094 3.95931 -0.05 -0.01 0.07 -0.047
C -3.01294 1.67531 -3.93347 0.07 0.10 0.02 -0.113
C 1.83706 -3.25197 1.25025 0.06 -0.04 0.16 -0.133
C 3.88031 1.47046 -0.82305 -0.08 0.11 0.12 -0.208
C -0.14487 -0.61904 -3.49716 -0.02 0.03 -0.12 -0.323
C 0.36631 -2.10075 2.56320 0.23 -0.04 0.10 -0.111
H 1.71465 -2.98059 -3.75039 -0.01 0.01 -0.02 0.076
H 2.82633 -4.05296 6.77805 -0.03 0.00 0.01 0.103
H -0.60939 0.26988 -3.06171 0.00 -0.04 0.05 0.040
H 1.87984 -2.80665 6.07737 -0.02 0.02 -0.03 0.090
H 5.57870 -1.96731 -0.66180 0.02 0.00 0.02 0.088
H 3.56032 6.09064 -1.40360 0.00 0.01 0.00 0.111
H -0.75756 2.35962 -2.53423 0.03 0.04 -0.03 0.027
H -4.27206 0.10670 3.81942 -0.01 -0.01 0.02 0.017
H 3.13002 -1.69414 -0.99498 0.00 0.04 -0.03 0.052
H -3.11301 3.19471 3.04776 0.02 0.02 0.02 0.011
H -1.55042 2.37263 -0.87020 -0.05 0.07 0.01 0.010
H -2.71774 -0.74879 -3.22812 0.00 -0.07 0.00 0.114
H 2.21380 -3.43033 0.24776 -0.03 -0.04 -0.01 0.089
H -1.34441 -4.65872 -2.79188 0.00 -0.01 0.00 0.117
H -0.39355 -1.32681 2.61106 -0.07 0.00 -0.03 0.081
H -2.96746 -1.19225 1.02046 0.04 -0.01 0.00 0.025
H 0.41858 -2.42572 4.66196 0.03 -0.05 0.04 0.108
H -6.18787 1.37828 -1.77275 0.00 0.00 0.00 0.087
H -2.22486 -4.19611 -4.26522 0.00 0.00 0.01 0.116
H -1.35017 2.32358 4.43822 -0.01 0.02 0.00 0.073
H -1.82242 -1.51282 -1.12563 -0.03 0.06 -0.01 0.058
H -2.13071 1.74028 -4.56238 0.00 0.01 -0.01 0.095
H -4.28360 2.56724 1.87727 -0.02 0.05 0.02 0.020
H -2.86358 0.66303 4.73581 -0.01 -0.01 0.03 0.005
H 5.82848 2.31413 -0.48540 0.02 0.01 -0.01 0.103
H -1.21519 -2.74702 -5.85206 0.00 0.01 0.01 0.117
H -4.26009 1.16998 -5.58657 0.00 0.00 0.00 0.088
H 6.96324 0.11917 -0.38527 0.00 0.00 0.00 0.094
H 0.97943 -4.06954 -2.58475 -0.01 0.00 0.00 0.072
H -4.25149 -0.00690 0.75489 -0.03 -0.03 0.00 0.030
H -1.23047 -3.15158 -0.95123 0.02 -0.01 0.00 0.079
H -3.04708 -1.93834 -4.49933 0.00 0.02 -0.01 0.126
H 0.27662 3.10610 6.06517 0.00 0.00 0.01 0.085
H 3.42207 1.29547 3.76097 0.01 -0.01 0.00 0.108
H 0.74905 -0.28582 -4.03402 -0.01 -0.02 -0.03 0.089
H -2.72411 0.16652 -0.09832 0.00 0.01 0.01 -0.001
H -2.72514 3.18668 1.32526 0.00 -0.01 -0.03 0.022
H 2.70781 2.63291 5.78154 0.01 0.00 0.01 0.075
H -2.83212 -0.91136 3.93885 0.00 -0.01 -0.01 0.013
H 3.20730 -4.61175 2.22605 0.00 -0.01 0.01 0.111
H 0.42360 -2.12231 -5.56505 0.00 0.00 0.00 0.118
H 0.18356 4.07369 0.26268 -0.01 -0.03 0.02 0.090
H -4.08280 1.97422 -0.71408 0.00 0.02 -0.06 0.074


What are the energy above the lowest of the compared OMol25 structures with the same formula, charge and spin values for these records? In order: 4.170, 0.037, 0.000, 5.883, 0.000 eV.